A structure of composition C27H39BN6O4RhS4, computed with wB97M-V/def2-TZVPD.

Its energy above the lowest of the compared OMol25 structures with the same formula, charge and spin is 106.9 kJ/mol. Its HOMO-LUMO gap is 6.5 eV. Its charge is +1. As for the molar mass: 753.6 Da. As for the spin multiplicity: 1. The calculation puts the total energy at -92784.9905 eV.

Each line ends with the Mulliken charge.
Geometry (Å):
Rh  0.184  0.550  -0.074  -0.649
C  1.303  -3.487  3.079  -1.853
C  0.150  -3.307  2.140  0.524
C  -1.002  -4.054  2.251  -0.372
C  -2.055  -3.816  1.375  -0.373
N  -1.947  -2.922  0.393  -0.798
N  -0.870  -2.201  0.276  0.942
B  -0.806  -1.100  -0.895  1.073
N  0.054  -1.675  -2.064  0.111
N  -0.366  -2.871  -2.520  -0.305
C  0.238  -3.418  -3.536  -0.198
C  1.311  -2.748  -4.183  -0.386
C  1.757  -1.552  -3.721  0.514
C  2.901  -0.816  -4.337  -2.032
C  1.098  -1.004  -2.576  0.603
S  1.654  0.444  -1.870  -0.246
C  -0.287  -4.778  -3.983  2.368
C  0.624  -5.422  -5.027  -2.341
C  -1.683  -4.565  -4.583  -1.268
C  -0.395  -5.696  -2.759  -1.579
N  -2.231  -0.645  -1.400  0.088
N  -3.152  -1.573  -1.742  0.099
C  -4.349  -1.182  -2.084  0.239
C  -4.720  0.186  -2.018  -0.688
C  -3.789  1.134  -1.760  0.362
C  -4.096  2.598  -1.734  -1.988
C  -2.460  0.678  -1.515  0.748
S  -1.162  1.794  -1.504  -0.324
C  -5.359  -2.181  -2.632  2.325
C  -5.538  -1.849  -4.125  -1.851
C  -6.704  -2.024  -1.907  -1.867
C  -4.884  -3.622  -2.498  -0.675
C  0.155  -2.326  1.141  0.418
S  1.460  -1.152  1.127  0.039
C  -3.356  -4.591  1.420  2.481
C  -3.320  -5.574  0.235  -1.232
C  -4.528  -3.606  1.291  -1.440
C  -3.509  -5.375  2.724  -2.315
H  1.139  -4.343  3.728  0.432
H  1.417  -2.595  3.696  0.408
H  2.236  -3.628  2.532  0.377
H  -1.085  -4.803  3.024  0.512
H  1.788  -3.191  -5.046  0.482
H  3.266  -1.335  -5.221  0.363
H  3.718  -0.718  -3.620  0.412
H  2.600  0.196  -4.612  0.419
H  0.656  -4.840  -5.949  0.478
H  0.240  -6.410  -5.278  0.405
H  1.643  -5.546  -4.653  0.474
H  -1.632  -3.977  -5.502  0.427
H  -2.313  -4.038  -3.871  -0.375
H  -2.141  -5.527  -4.817  0.458
H  0.588  -5.892  -2.325  0.400
H  -0.832  -6.651  -3.052  0.471
H  -1.029  -5.243  -1.996  0.124
H  -5.746  0.477  -2.202  0.360
H  -5.160  2.769  -1.887  0.382
H  -3.538  3.123  -2.510  0.430
H  -3.793  3.026  -0.778  0.371
H  -5.880  -0.824  -4.275  0.383
H  -6.279  -2.519  -4.562  0.503
H  -4.597  -1.981  -4.664  0.353
H  -7.213  -1.097  -2.174  0.434
H  -6.576  -2.046  -0.823  0.305
H  -7.363  -2.847  -2.186  0.473
H  -3.869  -3.736  -2.869  -0.650
H  -5.542  -4.274  -3.074  0.686
H  -4.908  -3.943  -1.460  0.167
H  -3.087  -5.057  -0.695  -0.086
H  -4.288  -6.066  0.135  0.445
H  -2.563  -6.344  0.400  0.408
H  -4.381  -2.935  0.447  0.017
H  -4.618  -3.003  2.197  0.496
H  -5.459  -4.158  1.156  0.470
H  -2.768  -6.171  2.817  0.440
H  -4.491  -5.846  2.737  0.427
H  -3.443  -4.722  3.596  0.484
O  -0.526  1.145  3.791  -0.578
S  -0.091  0.783  2.495  1.283
O  0.955  -0.434  2.675  -0.257
O  0.612  1.814  1.722  -0.614
O  -1.141  0.229  1.577  -0.550

***

The ion CH3N4 with charge +1, computed with wB97M-V/def2-TZVPD.

Its SMILES is [NH2+]=C1N=NN1. Its energy above the lowest of the compared OMol25 structures with the same formula, charge and spin is 531.3 kJ/mol. Its HOMO-LUMO gap is 9.2 eV. Its charge is +1. As for the molar mass: 71.1 Da. As for the spin multiplicity: 1. The calculation puts the total energy at -7033.0856 eV.

Each line ends with the Mulliken charge.
Geometry (Å):
C  0.167  0.028  -0.201  0.262
N  -1.190  -0.177  0.047  0.090
N  -1.217  -1.430  -0.079  -0.061
N  -0.087  -1.701  -0.588  -0.046
N  1.158  0.785  0.307  -0.277
H  -1.985  0.257  -0.353  0.325
H  1.038  1.725  0.918  0.362
H  2.118  0.514  -0.052  0.346